[1]
Below is C23H45N12SiTl as an isolated structure, with properties calculated with ωB97M-V/def2-TZVPD.

Output
Gap between HOMO and LUMO in eV: 6.435
E_tot in a.u.: -2022.50453
ΔE to the lowest compared entry with this formula, charge and spin in eV: 0.000
Largest force on an atom in eV Å⁻¹: 0.79

XYZ file:
```
82
Properties=species:S:1:pos:R:3:forces:R:3
Tl 0.080 -0.326 0.433 -0.06 -0.09 -0.14
Si -2.024 -2.856 -1.535 -0.73 0.32 0.06
N -0.713 3.103 -2.234 -0.01 -0.28 -0.02
N -0.409 -2.386 -1.433 0.16 -0.03 0.07
N -0.284 0.780 -2.077 -0.06 0.49 0.41
N 2.635 0.831 -0.068 0.00 0.00 -0.04
N -1.866 -1.130 4.986 -0.03 -0.07 0.05
N -3.146 1.513 -0.693 -0.01 0.01 -0.05
N -0.852 0.028 3.376 0.24 0.07 0.12
N -1.602 4.567 -0.710 -0.12 0.23 -0.29
N -0.360 1.885 -4.151 -0.09 0.10 -0.18
N 2.367 -1.650 1.559 -0.11 -0.12 0.10
N -4.444 0.921 -0.556 -0.01 -0.02 0.09
N 0.108 3.091 -0.045 0.36 -0.55 -0.11
C -2.897 -1.693 -2.774 0.07 -0.11 0.18
C 4.261 -0.051 1.582 -0.34 -0.01 0.06
C 3.310 -4.344 -1.716 0.05 -0.02 0.01
C -2.549 -4.606 -2.066 0.42 0.06 0.01
C -0.284 0.629 -4.870 -0.01 0.02 0.01
C -2.922 -2.548 0.124 0.14 0.01 -0.21
C -0.389 1.841 -2.774 -0.10 -0.11 -0.16
C -4.067 0.137 5.001 -0.04 -0.05 0.05
C -2.773 -0.166 4.596 0.08 0.20 -0.24
C -4.695 1.182 4.350 -0.03 -0.05 0.08
C 0.761 -3.058 -1.545 -0.02 0.11 -0.12
C 2.135 -5.085 -1.616 0.08 0.00 0.01
C 3.416 -1.045 2.377 0.14 0.00 -0.06
C 0.164 3.025 -4.888 0.05 -0.06 -0.01
C 3.207 -2.959 -1.756 0.06 0.01 0.00
C -2.114 0.557 3.585 -0.19 -0.19 0.26
C -0.716 3.526 -0.910 0.16 0.09 0.33
C -4.052 1.911 3.341 0.06 0.07 -0.09
C 1.974 -2.332 -1.689 -0.01 -0.11 0.00
C 0.900 -4.471 -1.532 -0.04 0.03 0.08
C -0.752 -0.958 4.215 -0.05 0.06 -0.08
C 3.507 1.169 1.056 0.09 -0.04 0.02
C -2.760 1.619 2.956 0.01 -0.01 -0.07
H 1.163 2.798 -5.277 -0.01 0.03 -0.01
H -2.588 1.039 -1.399 0.04 -0.11 0.05
H -1.765 4.824 0.248 0.04 -0.04 0.05
H -4.007 -2.475 -0.002 0.00 -0.06 -0.02
H 2.193 -6.168 -1.598 -0.04 0.00 0.01
H 0.244 3.900 -4.251 0.01 -0.01 -0.01
H -0.083 -0.073 -2.591 0.08 0.07 0.00
H 2.945 -0.523 3.216 0.02 0.00 0.00
H -2.577 -1.617 0.584 -0.05 0.01 0.02
H -3.985 -1.738 -2.671 0.00 -0.03 -0.04
H 4.245 1.938 0.787 -0.06 0.01 0.04
H -5.709 1.443 4.623 0.00 0.00 0.01
H 0.112 -1.600 4.304 -0.03 -0.01 0.06
H -4.564 -0.424 5.782 -0.03 0.02 -0.02
H 4.726 -0.578 0.740 0.07 0.02 0.00
H -0.626 0.795 -5.891 0.02 0.00 -0.01
H -4.990 1.201 -1.357 -0.06 0.03 -0.02
H -0.009 3.522 0.867 -0.14 0.04 -0.09
H 0.738 0.233 -4.905 0.00 -0.03 0.01
H -0.489 3.255 -5.732 0.03 0.02 -0.01
H 1.944 -2.439 2.035 0.09 -0.05 -0.03
H -2.665 1.346 0.183 0.03 0.11 0.06
H -4.587 2.711 2.846 0.00 -0.01 0.01
H 4.274 -4.830 -1.774 -0.02 -0.01 0.00
H -2.256 2.179 2.177 0.00 0.02 0.02
H 3.179 0.430 -0.824 -0.08 0.10 -0.05
H -1.346 3.619 -2.820 0.04 0.00 -0.08
H 0.003 -5.071 -1.440 0.04 -0.04 0.00
H 2.134 1.646 -0.405 0.00 0.09 -0.07
H -2.309 -5.349 -1.301 0.00 0.00 -0.01
H -2.583 -0.660 -2.601 0.01 -0.01 -0.01
H -2.648 -1.946 -3.808 0.02 -0.03 0.00
H 2.883 1.585 1.853 0.02 0.00 0.00
H 1.908 -1.251 -1.759 0.00 0.02 0.02
H 2.743 -1.998 0.683 -0.05 -0.09 -0.03
H -3.623 -4.670 -2.259 -0.03 0.14 0.04
H -0.936 -0.111 -4.410 0.00 -0.01 -0.04
H 5.068 0.290 2.233 0.04 0.00 -0.05
H 4.110 -2.360 -1.844 -0.04 0.01 -0.05
H -2.015 -1.850 5.668 0.03 -0.03 0.01
H -4.384 -0.093 -0.561 0.01 -0.04 -0.09
H -2.445 4.559 -1.263 -0.08 -0.15 0.13
H 4.097 -1.799 2.796 -0.04 0.04 0.05
H -2.728 -3.355 0.835 0.04 0.01 0.01
H -2.033 -4.902 -2.984 -0.01 -0.02 0.00
```
Positions in Å, forces in eV/Å.

---

[2]
Below is C23H46AsIrN9O5S as an isolated structure at a distorted geometry, with properties calculated with ωB97M-V/def2-TZVPD.

Output
Charge: +3
Gap between HOMO and LUMO (spin up / spin down) in eV: 7.229 / 7.219
E_tot in a.u.: -4510.26379
ΔE to the lowest compared entry with this formula, charge and spin in eV: 1.386
Largest force on an atom in eV Å⁻¹: 1.72

XYZ file:
```
86
Properties=species:S:1:pos:R:3:forces:R:3
Ir -0.358 0.454 -0.805 -0.91 -0.78 0.60
As 1.155 2.893 1.197 -0.25 -0.32 -0.09
S 1.295 -3.326 3.371 0.08 0.09 -0.07
O 4.714 -1.358 1.023 0.18 0.24 0.06
O 0.933 1.808 -0.112 0.67 -0.29 -0.02
O 2.654 -2.874 3.183 -0.08 -0.05 0.05
O 4.467 -3.469 0.640 0.14 -0.23 -0.02
O 0.216 -2.389 3.091 0.11 0.07 0.05
N 1.124 -0.755 -3.696 0.20 -0.09 0.11
N 0.763 -1.107 -0.028 1.57 0.70 0.02
N -2.173 1.232 -0.982 -0.33 0.70 -0.23
N -0.335 0.855 -2.749 -0.30 0.20 -0.15
N -3.653 2.827 0.066 -0.15 -0.20 0.03
N -2.788 1.211 1.296 0.22 0.17 0.08
N 1.660 -3.042 0.487 -0.14 -0.29 -0.30
N 4.064 -2.339 0.768 -0.23 0.05 0.05
N 1.097 1.233 -4.640 0.00 -0.17 0.01
C 2.026 0.463 -5.480 -0.02 -0.02 -0.04
C 2.114 -0.902 0.215 -0.18 -0.26 0.34
C -0.786 -3.076 -0.028 -0.03 0.03 0.00
C -2.852 1.761 0.071 -0.02 -0.16 -0.35
C 0.142 4.455 0.826 -0.08 0.13 -0.09
C -3.783 1.815 2.194 -0.02 -0.02 0.01
C 1.144 -4.000 5.000 -0.16 0.10 0.06
C -2.551 1.481 -2.394 -0.11 0.15 0.14
C 0.720 -1.941 -2.984 -0.16 -0.05 -0.14
C -4.291 3.011 1.381 0.02 0.04 0.01
C 0.595 0.470 -3.657 0.13 0.58 0.05
C 0.530 -2.414 0.132 -0.18 0.10 0.09
C 0.834 2.614 -5.023 0.12 0.05 0.14
C 0.557 2.100 2.818 0.02 -0.13 0.11
C -3.859 3.850 -0.952 0.05 0.05 0.06
C 3.011 3.268 1.260 0.14 -0.08 -0.14
C -0.294 -4.129 5.480 0.05 -0.02 0.00
C -2.143 -0.046 1.623 -0.23 -0.06 -0.12
C 2.162 -0.860 -4.727 -0.02 -0.03 -0.09
C 2.654 -2.091 0.536 0.08 0.13 -0.18
C 1.746 -4.459 0.912 -0.14 0.07 0.08
C -1.274 1.968 -3.015 -0.12 -0.24 -0.26
C 1.027 -4.693 2.243 -0.06 -0.02 -0.11
H -1.426 -2.477 -0.678 -0.01 -0.03 0.05
H 1.382 -5.621 2.688 0.04 0.00 0.01
H -2.833 0.518 -2.823 0.01 0.07 -0.11
H 0.264 5.179 1.632 0.00 0.00 0.01
H 1.276 -5.078 0.148 0.08 0.05 -0.07
H -0.292 -4.453 6.519 0.00 -0.03 -0.01
H 3.544 2.357 1.526 0.02 0.03 0.01
H -0.053 -4.748 2.116 0.00 -0.16 0.03
H -0.279 -1.802 -2.570 0.03 0.00 0.00
H -2.420 -0.330 2.637 0.01 0.01 0.00
H 1.619 0.344 -6.485 -0.02 -0.03 0.03
H -0.684 -4.066 -0.469 0.00 -0.01 -0.02
H -2.958 4.008 -1.539 0.02 0.00 -0.01
H -3.386 2.153 -2.559 0.02 0.07 0.27
H 1.672 -4.953 4.969 0.10 0.02 0.08
H 1.425 -2.197 -2.193 0.03 0.02 -0.07
H 0.497 4.888 -0.109 -0.03 0.01 0.03
H 0.681 -2.769 -3.693 -0.02 0.00 -0.01
H -0.809 -3.173 5.421 0.00 0.01 0.00
H -4.698 3.609 -1.605 0.00 0.00 0.00
H -1.419 2.206 -4.065 0.15 -0.29 -0.11
H -0.908 4.176 0.736 0.01 0.03 0.01
H -5.375 3.024 1.279 0.00 -0.02 0.01
H -1.052 0.033 1.617 0.08 -0.01 0.03
H -4.091 4.780 -0.436 0.01 -0.01 -0.02
H 1.670 2.938 -5.639 -0.01 0.02 0.04
H 0.759 2.771 3.652 0.00 0.01 -0.01
H -3.977 3.968 1.801 0.01 -0.01 -0.01
H 1.735 -3.301 5.596 -0.03 -0.05 0.07
H -4.577 1.096 2.398 0.02 -0.02 -0.01
H 3.327 3.610 0.275 0.03 0.02 0.04
H -0.072 2.707 -5.620 -0.01 0.00 -0.03
H 0.790 3.269 -4.157 -0.05 0.00 0.04
H 2.586 0.060 0.172 0.00 0.03 -0.15
H 3.143 -0.995 -4.269 0.00 0.04 0.02
H 2.801 -4.707 0.953 -0.10 0.01 0.11
H -0.920 2.865 -2.497 -0.09 0.08 -0.10
H -1.274 -3.179 0.943 -0.01 0.03 0.01
H 1.093 1.162 2.970 -0.04 0.00 0.02
H -0.852 -4.866 4.903 -0.01 -0.01 -0.01
H 1.961 -1.719 -5.365 -0.01 -0.02 0.03
H 2.973 0.995 -5.554 -0.03 0.01 0.00
H -0.513 1.917 2.744 -0.01 0.03 0.05
H -3.331 2.104 3.141 0.00 0.02 -0.02
H 3.200 4.042 2.004 -0.02 0.00 0.00
H -2.462 -0.840 0.947 -0.02 -0.04 -0.01
```
Positions in Å, forces in eV/Å.

---

[3]
Below is a 2-piece molecular cluster, C23H46BN7O4S4 overall at a distorted geometry, with properties calculated with ωB97M-V/def2-TZVPD.

Output
Gap between HOMO and LUMO in eV: 4.766
E_tot in a.u.: -3205.58754
Largest force on an atom in eV Å⁻¹: 4.30

XYZ file:
```
85
Properties=species:S:1:pos:R:3:forces:R:3
S -3.477 -0.570 -1.584 0.00 0.26 -0.06
S 1.769 5.643 0.477 -0.30 -0.39 -0.06
S -4.773 -1.223 -4.228 0.20 0.00 0.47
S 3.163 3.514 2.028 0.13 0.48 -0.39
O 3.391 -0.718 6.151 -0.11 -0.06 -0.17
O 2.923 1.235 6.958 -0.12 0.11 -0.13
O 0.049 -7.112 -0.414 1.45 0.72 0.31
O 4.872 0.364 7.294 0.02 -0.02 0.01
N 0.688 -1.436 0.264 1.14 0.59 0.00
N 1.730 3.025 -0.238 -0.62 0.82 -0.56
N 2.075 -3.370 0.401 1.74 -0.12 0.14
N -0.127 -3.642 0.339 1.31 1.06 0.37
N 0.503 -4.813 0.466 -1.23 -4.04 -0.82
N 3.735 0.294 6.805 0.08 -0.02 0.04
N -2.809 0.536 -4.092 -0.02 -0.11 2.58
C 2.117 4.062 0.629 0.27 0.02 0.91
C -0.323 0.737 -4.560 -0.33 1.29 0.89
C -2.026 1.688 1.383 0.38 0.38 0.41
C -1.442 0.350 -3.545 1.21 -0.71 -0.89
C -0.789 2.644 1.206 -1.15 -0.30 0.03
C 1.810 -4.677 0.487 -0.60 2.62 -0.42
C -0.876 -6.516 1.939 0.91 0.81 -0.33
C -0.797 3.434 -0.129 0.42 -0.41 0.01
C -2.540 3.056 -4.256 0.38 -0.40 0.40
C -1.953 -2.907 -1.175 -0.27 -0.07 0.49
C 2.832 2.608 -1.133 1.13 -1.43 0.51
C 0.496 3.307 -0.984 -0.56 0.27 -0.53
C -3.661 -0.402 -3.385 -0.30 -0.73 -1.22
C 1.824 -0.501 0.307 0.04 0.83 -0.53
C 2.042 1.552 3.642 -0.02 -0.08 0.67
C 1.968 3.090 3.367 -0.16 -1.23 -0.42
C -3.407 -2.346 -1.240 0.06 -1.08 -0.29
C 3.319 1.190 -0.733 -0.89 -0.15 -0.14
C 0.917 -2.735 0.329 -1.90 -0.44 -0.06
C 0.651 0.877 3.800 0.29 0.18 -0.31
C 2.225 0.110 -1.053 0.45 0.09 0.21
C -3.374 1.868 -3.748 -0.56 0.92 -1.07
C -1.557 -3.384 0.246 -0.44 1.18 -0.06
B -0.089 -6.205 0.587 -1.69 -0.69 1.17
H -0.733 0.899 -5.562 0.21 -0.46 0.15
H 2.499 -5.508 0.554 0.00 0.24 0.01
H 2.628 -0.631 -1.763 -0.17 0.01 0.41
H 1.550 0.348 0.951 0.01 -0.41 -0.06
H 2.574 1.035 2.831 0.01 0.32 0.24
H -4.352 1.925 -4.254 0.25 -0.21 0.23
H -0.426 -5.876 2.717 -0.25 -0.38 0.02
H -0.115 1.634 4.025 0.10 -0.37 0.18
H 2.484 2.562 -2.175 0.03 0.39 0.31
H -2.697 1.694 0.517 0.18 -0.13 0.11
H -2.183 2.931 -5.287 -0.30 -0.12 0.20
H -0.862 3.370 2.024 0.36 -0.21 -0.13
H 2.240 3.668 4.256 -0.01 -0.07 -0.30
H -0.817 -7.568 2.238 -0.31 0.25 -0.07
H 2.704 -0.986 0.742 -0.41 -0.08 0.04
H 0.531 0.052 -4.530 -0.38 -0.05 -0.21
H 0.356 0.399 2.845 -0.02 0.15 0.30
H 0.666 0.090 4.564 0.03 0.34 -0.05
H -2.167 -4.215 0.614 0.42 -0.04 -0.19
H -1.619 3.029 -0.743 0.23 0.36 0.06
H 0.067 1.719 -4.236 0.03 -0.31 -0.33
H 0.337 2.489 -1.704 0.28 0.00 0.31
H 1.357 0.562 -1.559 0.13 -0.06 0.29
H -3.580 1.989 -2.667 0.30 -0.11 -0.20
H -1.003 4.495 0.060 0.03 -0.29 -0.03
H 0.947 3.335 3.064 0.38 0.33 -0.04
H 0.099 2.025 1.361 0.05 0.50 -0.22
H -3.149 3.968 -4.208 0.25 -0.20 0.10
H -3.953 -2.529 -0.301 0.20 0.30 -0.20
H -0.241 -1.040 0.235 0.08 -0.27 0.03
H -2.608 2.016 2.257 0.03 -0.21 -0.29
H -1.646 3.164 -3.621 -0.28 0.26 -0.20
H 3.703 3.275 -1.053 -0.47 0.12 -0.16
H -1.919 -6.167 1.848 0.20 -0.42 0.02
H 2.635 1.402 4.566 -0.38 -0.08 -0.42
H 0.603 4.219 -1.605 0.01 -0.26 0.26
H -1.853 -3.761 -1.857 0.17 0.39 -0.05
H 3.453 1.204 0.360 0.28 0.08 -0.40
H -1.315 -0.731 -3.368 -0.21 0.33 -0.01
H 4.270 0.911 -1.203 -0.19 0.27 0.05
H -1.285 -2.078 -1.448 0.05 -0.53 -0.20
H -1.269 0.832 -2.567 -0.22 0.08 -0.28
H -1.751 -2.543 0.938 0.04 -0.39 -0.06
H -1.693 0.661 1.616 -0.23 0.27 -0.24
H -3.940 -2.943 -1.995 -0.11 0.63 0.08
H 0.390 -7.959 -0.087 -0.72 -0.12 -0.25
```
Positions in Å, forces in eV/Å.

---

[4]
Below is a 8-piece molecular cluster, C23H46Cl6O15 overall at a distorted geometry, with properties calculated with ωB97M-V/def2-TZVPD.

Output
Gap between HOMO and LUMO in eV: 10.740
E_tot in a.u.: -4793.62831
ΔE to the lowest compared entry with this formula, charge and spin in eV: 2.840
Largest force on an atom in eV Å⁻¹: 5.28

XYZ file:
```
90
Properties=species:S:1:pos:R:3:forces:R:3
Cl 11.899 3.106 -26.818 0.24 -0.51 0.16
Cl 9.408 4.118 -27.750 -0.61 0.17 -0.37
Cl 9.545 -5.421 -26.301 -0.40 0.06 -0.06
Cl 3.172 -1.859 -24.863 0.29 0.44 0.14
Cl 8.130 -5.312 -23.745 -0.53 -0.36 -1.15
Cl 5.282 -0.480 -26.389 -0.33 0.05 1.06
O -0.925 -3.749 -34.024 1.54 -2.24 0.72
O 2.688 3.414 -19.519 -2.35 0.60 1.33
O 4.886 -0.481 -14.504 0.58 0.28 1.75
O 4.779 0.958 -12.760 -0.64 -2.52 -1.44
O 6.327 -7.164 -34.495 -0.67 3.16 -0.76
O 1.591 3.970 -17.597 -0.07 -0.45 -0.35
O 0.453 -4.410 -32.342 0.00 -0.53 -0.07
O -1.000 5.272 -28.524 0.09 1.08 0.16
O 0.475 3.032 -19.188 -0.90 -0.12 -0.27
O 0.810 6.125 -27.623 -0.10 0.16 -0.26
O 6.326 -4.899 -34.126 0.11 -0.38 -0.60
O 7.343 -6.293 -32.688 0.31 -0.13 0.50
O 0.308 -5.728 -34.122 -0.36 0.79 0.24
O 3.690 -1.129 -12.604 3.13 3.36 -2.60
O 0.162 3.996 -27.098 -0.07 1.82 0.39
C 0.098 -5.808 -36.701 0.08 0.06 1.24
C 4.693 -1.762 -15.143 -1.06 0.24 -0.40
C 4.428 -0.303 -13.255 -2.77 -1.38 2.97
C 6.542 -8.532 -34.261 0.29 -0.84 1.06
C 8.034 -5.879 -25.471 0.71 -0.48 0.23
C -1.229 1.947 -20.468 1.53 0.01 -0.81
C 3.924 -1.449 -16.434 1.21 -1.57 0.08
C 4.088 1.468 -11.559 1.32 -0.78 -1.43
C 0.234 2.418 -20.489 0.00 -0.06 0.22
C -0.405 -6.250 -35.293 -0.59 1.07 -0.85
C 6.721 -6.134 -33.698 0.05 0.03 0.83
C -0.137 -4.571 -33.537 -1.12 1.04 -1.54
C 6.384 -3.696 -33.243 -0.53 -1.51 0.42
C -0.010 5.100 -27.605 -0.03 -3.70 -1.61
C 5.221 -9.269 -34.395 0.14 -0.73 -0.20
C -2.062 4.320 -28.622 -0.18 -0.63 0.43
C 1.644 3.515 -18.841 3.04 -1.42 -1.70
C 10.197 3.304 -26.424 -0.03 0.48 0.79
C 0.111 -3.195 -31.679 0.10 1.42 0.06
C 2.861 4.318 -17.035 -0.56 1.56 0.27
C 2.317 7.226 -26.193 1.29 -1.01 0.37
C 2.165 6.012 -27.111 -0.38 1.14 0.76
C 4.458 -0.628 -24.783 0.17 0.03 -0.01
H 0.865 -2.836 -30.978 0.64 -0.84 -0.23
H 0.040 -2.405 -32.428 -0.39 -0.05 0.11
H 0.916 1.603 -20.731 0.17 -0.19 0.75
H 10.156 3.955 -25.551 -0.02 -0.03 -0.17
H 4.432 -9.112 -33.660 0.10 1.13 -0.12
H 4.023 -2.407 -16.946 -0.88 -0.26 -0.32
H 5.602 -3.862 -32.502 -0.17 0.24 -0.10
H 5.613 -2.313 -15.341 0.61 0.93 -0.17
H 1.522 7.245 -25.448 -0.22 0.53 -0.43
H 3.681 3.626 -17.227 -0.43 -0.15 0.12
H 5.154 -0.896 -23.988 0.21 -0.42 -0.54
H 6.165 -2.814 -33.845 0.02 -0.49 -0.24
H -0.372 -7.338 -35.243 0.09 0.18 0.44
H -2.826 4.671 -29.317 0.16 0.76 0.36
H 7.027 -8.736 -33.306 -0.09 0.40 0.19
H 3.099 5.307 -17.425 0.46 -0.10 -0.24
H 2.358 5.087 -26.567 -0.45 -0.07 -0.26
H 0.463 3.124 -21.288 -0.41 0.43 0.18
H 7.243 -8.875 -35.022 -0.09 -0.04 -0.14
H 3.212 7.045 -25.598 0.25 -0.04 0.11
H -1.380 1.087 -19.814 -0.08 0.56 0.58
H 4.199 -2.488 -14.496 -0.64 0.59 0.17
H 4.065 0.335 -24.456 -0.33 -0.10 -0.64
H 7.283 -3.528 -32.649 0.41 -0.55 -0.59
H 8.011 -6.969 -25.505 0.05 0.17 0.47
H -1.843 2.832 -20.302 -0.40 -0.53 0.07
H -2.468 4.119 -27.631 -0.17 0.14 -0.09
H 3.021 1.264 -11.644 0.15 0.29 0.18
H 4.552 0.994 -10.693 -0.33 0.08 0.08
H 7.169 -5.544 -26.043 0.17 0.62 0.52
H -1.820 3.349 -29.054 0.93 0.03 0.16
H 2.888 -1.142 -16.291 0.25 -0.01 -0.03
H -0.781 -3.225 -31.054 -0.36 -0.51 -0.55
H 1.093 -6.223 -36.861 0.02 0.33 -0.27
H 9.670 2.384 -26.170 0.41 -0.12 -0.41
H 0.048 -4.725 -36.806 0.45 0.03 0.21
H 4.432 2.495 -11.682 -0.76 0.15 0.70
H 2.596 4.518 -15.997 0.48 -0.57 0.13
H 2.866 6.132 -27.937 -0.29 -0.36 -0.22
H -0.586 -6.159 -37.474 -0.02 -0.47 0.19
H 4.497 -0.824 -17.119 -0.17 0.61 0.44
H -1.430 -5.884 -35.237 -0.08 -0.27 0.32
H -1.365 1.489 -21.448 -0.47 0.43 -0.30
H 4.904 -9.126 -35.428 -0.55 -0.06 0.21
H 5.339 -10.338 -34.217 0.66 -0.22 -0.46
H 2.568 8.129 -26.749 -0.84 0.15 0.14
```
Positions in Å, forces in eV/Å.